No. 1
The molecule C13H15NO2. Source: the OMol25 dataset; level of theory: ωB97M-V with the def2-TZVPD basis set.

Computed properties:
- Relative energy (zero: lowest compared OMol25 entry of this formula, charge and spin): 60.2 kcal per mole
- Total charge: 0
- DFT total energy: -19306.1969 eV
- SMILES string: CN1CCC=C2c3cc(O)ccc3OC[C@H]21
- Molar mass: 217.27 g/mol
- Lowest unoccupied orbital energy: 0.0282 Ha

XYZ file:
```
31
Properties=species:S:1:pos:R:3:forces:R:3:nbo_charge:R:1
C 3.662900 0.494447 0.302585 0.8 -2.3 -1.1 -0.4007
N 2.412111 -0.161940 -0.192802 -1.1 0.1 0.9 -0.4799
C 2.587849 -1.431555 -0.972251 0.9 1.4 0.7 -0.1962
C 1.568248 -2.498871 -0.651729 -1.8 1.3 -1.3 -0.4393
C 0.160688 -1.846714 -0.481867 1.1 2.9 0.4 -0.1594
C -0.106587 -0.488765 -0.291821 3.4 -2.6 -0.1 -0.0048
C -1.378116 0.111941 -0.012140 -0.2 2.1 1.3 -0.1610
C -2.551783 -0.445320 -0.397472 -3.4 0.6 -0.3 -0.2184
C -3.843678 0.159243 -0.165758 2.9 -1.2 -0.7 0.2895
O -4.961887 -0.377230 -0.662211 -2.8 0.5 1.0 -0.6521
C -3.852268 1.358370 0.449005 -0.6 0.2 0.9 -0.3170
C -2.719341 1.986838 0.776298 3.7 -1.4 -0.3 -0.2470
C -1.458020 1.384159 0.664061 -1.6 -0.8 -1.0 0.3685
O -0.438453 2.006334 1.258179 1.4 0.4 -1.3 -0.4933
C 0.861470 1.425649 0.991084 0.0 -1.2 2.0 -0.0811
C 1.062737 0.552953 -0.250792 0.5 -1.6 -0.6 -0.0886
H 4.355323 -0.293551 0.817409 -1.5 1.2 -0.5 0.1908
H 4.300097 0.777842 -0.564742 -0.3 0.4 0.4 0.1744
H 3.532817 1.333332 0.977987 -0.3 -0.1 -0.1 0.2080
H 2.683420 -1.256456 -2.045043 0.0 0.1 -0.2 0.1727
H 3.525040 -1.852247 -0.573767 0.1 0.4 -0.6 0.1955
H 1.948019 -2.822661 0.295583 -0.5 -1.2 0.6 0.2206
H 1.521278 -3.291157 -1.485903 0.2 1.0 1.6 0.2208
H -0.648441 -2.511872 -0.440963 -1.1 -0.9 0.1 0.1955
H -2.531678 -1.339993 -0.953339 0.0 -1.0 -0.6 0.2132
H -5.709143 0.198430 -0.261048 1.6 -1.6 -1.2 0.4793
H -4.585889 1.830900 1.044201 -2.2 0.1 -0.6 0.2199
H -2.827074 2.947948 1.107744 0.3 2.2 1.4 0.2087
H 1.577320 2.270404 1.061094 -0.4 -0.8 0.1 0.2038
H 0.903953 0.659777 1.844936 1.0 1.2 -0.9 0.1912
H 0.949089 1.119765 -1.186517 0.2 0.3 0.1 0.1861
```
Positions in Å, forces in eV/Å.

***

No. 2
A cluster of 2 separate species, C3H8N2O2S in total. Source: the OMol25 dataset; level of theory: ωB97M-V with the def2-TZVPD basis set.

Computed properties:
- Relative energy (zero: lowest compared OMol25 entry of this formula, charge and spin): 70.1 kcal per mole
- Total charge: 0
- DFT total energy: -21147.8065 eV
- Molar mass: 136.18 g/mol
- Lowest unoccupied orbital energy: 0.0169 Ha

XYZ file:
```
16
Properties=species:S:1:pos:R:3:forces:R:3:nbo_charge:R:1
C 2.152638 1.418120 0.343354 2.5 -3.7 -3.0 -0.3319
C 1.269515 0.503547 0.657200 -1.1 -0.1 -0.1 -0.2595
C 0.120371 0.663482 1.585757 2.0 -0.9 -0.6 0.1050
N -0.807856 -0.172400 1.506156 0.9 -0.4 -0.4 -0.6073
N -0.771716 -0.456903 -2.482776 -3.2 -0.9 2.5 -1.0717
O -1.673630 -2.361377 -1.084325 2.1 -0.4 -0.8 -0.9200
O -2.753056 -0.217417 -1.068351 0.6 0.5 0.8 -0.9733
S -1.392404 -0.758334 -0.925555 -0.9 0.2 -3.0 1.6979
H 2.995951 1.059375 -0.387192 -1.6 1.0 1.5 0.1993
H 2.147193 2.385226 0.607037 -0.1 3.3 1.2 0.1882
H 1.357675 -0.477727 0.237825 0.0 -0.4 -0.2 0.2068
H 0.410579 1.306731 2.389149 -0.8 0.8 0.9 0.1593
H -1.387429 -0.207640 2.272934 -1.9 0.5 2.2 0.3436
H -2.478399 -2.640084 -0.692117 -1.5 -0.1 0.7 0.4976
H 0.126269 -0.620770 -2.677287 4.1 -0.6 -0.7 0.3713
H -1.254574 0.179097 -3.032404 -1.2 1.1 -1.0 0.3946
```
Positions in Å, forces in eV/Å.

***

No. 3
A cluster of 2 separate species, C4H12N2O in total. Source: the OMol25 dataset; level of theory: ωB97M-V with the def2-TZVPD basis set.

Computed properties:
- Relative energy (zero: lowest compared OMol25 entry of this formula, charge and spin): 87.3 kcal per mole
- Total charge: 0
- DFT total energy: -9367.4088 eV
- SMILES string: C=NCCCN.O
- Molar mass: 104.15 g/mol
- Lowest unoccupied orbital energy: -0.0032 Ha

XYZ file:
```
19
Properties=species:S:1:pos:R:3:forces:R:3:nbo_charge:R:1
C -1.498199 -0.588454 1.539902 1.5 -1.7 2.2 0.0437
N -0.381927 -0.015918 1.281452 -2.3 -0.6 -3.7 -0.5022
C 0.658118 -1.030016 1.029175 1.8 0.2 3.2 -0.2402
C 0.971756 -1.436930 -0.410520 -0.7 0.6 -0.4 -0.4196
C 0.867882 -0.206207 -1.361438 1.0 -1.3 0.6 -0.2146
N 1.843261 0.820845 -1.042556 -0.3 0.3 -0.6 -0.8428
H -1.436913 -1.294478 2.435819 -0.3 -0.4 -1.3 0.1089
H -2.440884 -0.707445 1.006741 -0.5 1.9 0.2 0.1868
H 0.444069 -1.955038 1.603380 0.1 0.3 0.0 0.1764
H 1.549497 -0.575426 1.488593 0.2 -0.4 -0.4 0.1904
H 1.976711 -1.864480 -0.391456 0.2 0.3 0.0 0.2073
H 0.365479 -2.287197 -0.756068 -0.4 0.4 0.1 0.1989
H 1.082602 -0.564016 -2.373659 -0.4 0.2 0.0 0.1894
H -0.143837 0.170734 -1.262133 0.0 0.2 -0.4 0.2038
H 1.678946 1.281067 -0.165591 0.0 0.0 0.3 0.3636
H 2.787662 0.474799 -1.111553 0.1 0.0 0.2 0.3525
O -2.195025 2.102502 -0.785524 0.1 -0.2 1.1 -0.9361
H -2.801436 2.417432 -0.100898 -0.3 0.2 -0.5 0.4587
H -1.541904 1.699862 -0.186179 0.4 -0.1 -0.5 0.4748
```
Positions in Å, forces in eV/Å.

***

Q: Look up the lowest unoccupied orbital energy of the second one.
A: 0.0169 Ha

***

Q: relative energy (zero: lowest compared OMol25 entry of this formula, charge and spin) of number 2 (C3H8N2O2S)?
A: 70.1 kcal per mole

***

Q: What is the molar mass in the first record?
A: 217.27 g/mol